Entry 1:
25
Properties=species:S:1:pos:R:3:forces:R:3 method="wB97M-V/def2-TZVPD" e_lumo_ev=0.8 orbital_gap_ha=0.3546 total_energy_ha=-368.77363 de_lowest_kj_mol=71.5 smiles=CCCCCCN.O
C 1.907536 -1.753848 -2.216919 0.67 1.04 -0.86
C 0.426549 -1.563595 -1.853127 -0.26 -1.40 -0.52
C 0.201837 -1.497158 -0.360123 0.60 1.08 0.65
C 0.709183 -0.141129 0.251407 -0.55 -0.31 -0.40
C 0.003035 1.098103 -0.299149 -2.04 -0.47 -0.57
C -1.563142 1.102943 -0.085291 1.86 -0.76 -0.16
N -1.999137 1.361183 1.257243 -0.87 0.16 0.54
H 2.068549 -2.531239 -2.964757 -0.19 -0.08 0.07
H 2.609222 -1.955591 -1.406469 -0.49 -0.24 0.41
H 2.347755 -0.853409 -2.667631 -0.23 0.00 -0.01
H -0.091969 -2.429005 -2.287932 -0.02 -0.17 0.48
H -0.098886 -0.775334 -2.394448 0.53 0.46 0.11
H 0.809656 -2.261883 0.129721 -0.13 -0.17 -0.09
H -0.826557 -1.682703 -0.067720 -0.22 -0.02 -0.09
H 0.602026 -0.228752 1.334003 0.36 0.21 0.07
H 1.750944 -0.043138 -0.057915 0.22 -0.08 0.53
H 0.063992 0.997102 -1.381839 0.46 0.52 -0.23
H 0.369681 2.069107 0.016126 0.54 -0.04 0.12
H -2.024291 1.788281 -0.794297 -0.08 0.16 0.19
H -1.848742 0.093685 -0.389638 -0.52 0.11 0.10
H -1.566524 0.800350 1.976132 0.21 -0.18 -0.24
H -1.942680 2.330539 1.524675 0.14 0.15 -0.15
O -0.473737 1.690503 4.206836 -0.59 -1.31 -1.30
H -1.224222 2.043324 3.712438 0.21 0.07 0.29
H -0.210078 2.341676 4.818684 0.37 1.26 1.07

Entry 2:
29
Properties=species:S:1:pos:R:3:forces:R:3 method="wB97M-V/def2-TZVPD" e_lumo_ev=-2.5 orbital_gap_ha=0.4153 total_energy_ha=-1258.53669 de_lowest_kj_mol=217.3 smiles="CP(C)(C)=[NH+]CCOS(C)(=O)=O" total_charge=+1
C -2.729185 1.647810 0.639680 -3.33 -1.93 2.52
P -1.360947 0.555730 0.266798 -0.61 -0.55 -0.52
C -1.942870 -1.257037 0.308090 0.18 4.07 -1.32
C -0.916121 1.033037 -1.439374 -0.81 0.05 1.91
N -0.290913 0.981356 1.447933 -0.29 0.08 0.31
C 0.902293 0.263714 1.823622 0.09 -4.75 -1.84
C 1.987484 0.470258 0.728390 -0.10 1.10 1.72
O 2.732498 -0.727417 0.303370 -0.40 1.64 -0.33
S 2.137688 -1.130805 -1.128751 2.23 -0.01 -0.82
C 3.417756 -2.195693 -1.882212 1.09 -0.45 5.49
O 0.959801 -1.824989 -0.763437 -1.66 -0.87 -0.50
O 2.070657 0.030044 -1.978532 -0.21 -0.46 0.24
H -2.403786 2.645395 0.626074 0.31 1.48 -0.93
H -3.159607 1.619985 1.777614 1.17 -0.65 -2.55
H -3.651934 1.367848 -0.003420 1.69 0.91 0.80
H -1.276671 -1.826796 -0.229579 1.70 -1.23 -1.33
H -2.855563 -1.172087 -0.288632 -0.45 -0.55 1.00
H -1.812912 -1.488415 1.314676 -1.06 -0.78 1.81
H -1.300115 1.970610 -1.740107 -1.20 0.99 0.06
H -1.276193 0.268358 -2.044561 -0.56 -1.32 -1.35
H 0.084995 1.192548 -1.621413 2.50 -0.41 -0.12
H -0.758980 1.516863 2.160887 0.20 0.06 0.27
H 0.726375 -0.932806 1.913845 0.09 2.53 -0.39
H 1.288738 0.466714 2.778341 0.06 1.00 1.23
H 2.682456 1.156903 1.234205 0.35 -0.35 -0.86
H 1.451718 1.036621 -0.059439 1.07 -0.70 0.04
H 3.597380 -3.131113 -1.226023 -0.81 1.36 -1.05
H 3.045182 -2.442224 -2.794219 -0.72 -0.54 -2.80
H 4.383946 -1.681709 -1.790980 -0.52 0.25 -0.71

Entry 3:
26
Properties=species:S:1:pos:R:3:forces:R:3 method="wB97M-V/def2-TZVPD" e_lumo_ev=0.5 orbital_gap_ha=0.3292 total_energy_ha=-766.92124 de_lowest_kj_mol=130.3 smiles=CN(C)CCCCS.O
C -1.727248 -0.969434 0.252445 0.46 0.64 -1.52
N -1.149824 0.131703 -0.563219 -1.47 0.16 0.46
C -2.097904 0.563113 -1.559107 1.68 0.40 -2.45
C -0.556589 1.216818 0.221560 2.04 -0.63 -0.33
C 1.004551 1.305607 -0.097287 0.02 -0.64 0.45
C 1.647134 0.404875 -1.194735 -0.55 0.77 0.92
C 1.735577 -1.029727 -0.679081 1.29 -0.18 -0.18
S 3.206612 -1.374626 0.393689 -0.61 0.96 0.80
H -2.820365 -0.870246 0.315485 0.18 0.22 0.82
H -1.137109 -0.955283 1.154804 -0.65 -0.41 0.50
H -1.597711 -1.908502 -0.289624 0.28 -0.13 0.03
H -1.642254 1.348278 -2.189313 -0.21 0.68 0.93
H -2.110014 -0.102903 -2.432569 -0.59 -1.00 0.64
H -3.107035 0.834683 -1.281314 -0.32 0.07 0.49
H -0.562587 0.965065 1.283541 -0.53 0.04 -0.09
H -0.937213 2.229553 0.139428 -0.78 -0.09 -0.46
H 1.416399 0.887594 0.825148 0.54 0.52 0.08
H 1.365114 2.332771 -0.197695 -0.22 -0.05 0.05
H 2.655318 0.801255 -1.351845 -0.06 -0.20 -0.09
H 1.105364 0.518360 -2.132700 -0.11 -0.39 -0.07
H 0.849082 -1.376250 -0.178247 -0.31 -0.01 0.02
H 2.020605 -1.742608 -1.444933 -0.50 -0.07 -0.53
H 2.931516 -0.484782 1.414554 0.24 -0.63 -0.69
O -0.507595 -0.736562 3.272495 0.11 0.08 0.07
H -0.351749 -1.652250 3.023208 0.05 -0.09 0.09
H 0.367925 -0.336508 3.295316 0.02 -0.03 0.08

Entry 4:
25
Properties=species:S:1:pos:R:3:forces:R:3 method="wB97M-V/def2-TZVPD" e_lumo_ev=0.8 orbital_gap_ha=0.3510 total_energy_ha=-869.58507 de_lowest_kj_mol=72.7 smiles=CC(C)(C)[Si](C)(C)P
C -1.046929 -1.583274 -1.282865 1.02 -1.41 -1.21
C -0.987285 -0.653105 -0.064975 1.18 0.90 -0.16
C -1.066395 -1.398245 1.258896 0.60 1.47 2.36
C -2.222775 0.275235 -0.119237 0.11 1.39 -2.63
Si 0.843919 0.334031 0.106554 -0.31 -0.13 -1.53
C 1.479141 1.346330 -1.512798 -0.61 -0.52 0.82
C 0.869884 1.746960 1.487084 2.28 -2.66 0.51
P 2.475653 -1.266253 0.207887 -0.61 -0.65 -0.10
H -0.653310 -2.663708 -1.070299 0.01 2.10 -0.42
H -2.112746 -1.810038 -1.425224 0.10 0.26 -0.48
H -0.572831 -1.140161 -2.297961 -1.15 -1.07 2.40
H -1.108212 -0.517424 2.061031 -0.44 -1.98 -1.23
H -0.133027 -1.930613 1.588244 -0.82 0.06 -0.72
H -1.955375 -2.068157 1.348863 0.62 0.53 0.01
H -3.149998 -0.170355 0.161932 -0.47 -0.86 1.05
H -2.109544 1.227453 0.406911 0.00 -0.18 0.12
H -2.565795 0.541207 -1.198486 1.28 -0.13 1.37
H 1.229290 2.255922 -0.993556 -0.32 1.23 -0.78
H 2.536913 1.459458 -1.792299 -0.09 -0.63 0.73
H 0.979689 1.222027 -2.484227 -0.43 0.14 0.61
H 0.815283 1.510156 2.595492 -0.26 0.11 -1.52
H 1.868636 2.187955 1.308701 -0.32 -0.07 0.17
H 0.175499 2.434409 1.155044 -1.72 1.62 -0.29
H 3.393389 -0.731531 -0.731549 -0.28 0.22 0.12
H 3.016932 -0.608285 1.286828 0.64 0.25 0.79

Entry 5:
31
Properties=species:S:1:pos:R:3:forces:R:3 method="wB97M-V/def2-TZVPD" e_lumo_ev=0.4 orbital_gap_ha=0.3547 total_energy_ha=-553.59948 de_lowest_kj_mol=376.1 smiles=C[C@H]1OB(N)CCB(N)CCB1N
C 2.580187 0.883593 0.906627 -0.51 1.70 0.16
C 1.708464 -0.342127 0.882131 -2.17 3.12 1.40
O 0.159585 0.309199 0.844775 4.08 0.01 -1.71
B -0.841418 0.014314 1.642922 -1.55 0.22 0.88
N -0.684041 -0.447304 2.952024 -3.80 -2.05 1.79
C -2.261325 0.377936 1.082696 -0.92 -1.94 -0.89
C -2.266525 0.186594 -0.512513 -0.90 1.11 1.83
B -0.992815 0.681549 -1.302657 -0.12 2.02 -0.15
N -0.635690 2.085777 -1.517366 -1.03 -1.10 1.17
C -0.169934 -0.235475 -2.277538 0.37 2.21 -1.78
C 1.253922 -0.510731 -1.827025 2.26 -1.43 0.81
B 1.263854 -1.125721 -0.321052 -0.14 0.74 -2.81
N 0.545123 -2.253805 -0.046625 -1.17 -2.27 -0.01
H 2.091994 1.701966 0.272505 0.45 -1.08 1.11
H 3.523911 0.768990 0.444881 1.11 -0.74 -0.83
H 2.890431 1.295493 1.906403 -1.00 -0.44 -0.69
H 1.649822 -0.919529 1.767129 0.54 -0.45 1.13
H -1.554021 -0.955482 3.387733 2.29 1.67 -1.11
H 0.112453 -0.875521 3.316948 1.56 -0.43 0.53
H -3.102448 -0.268653 1.589890 1.36 1.33 -1.00
H -2.453754 1.401341 1.246371 -0.43 1.32 0.67
H -3.241063 0.659399 -0.861354 1.17 -0.93 -0.03
H -2.240763 -0.875192 -0.563959 -0.64 -1.07 -0.80
H 0.226254 2.197736 -1.986011 0.83 0.37 -0.58
H -0.806099 2.853411 -0.880142 -0.22 -0.30 -0.06
H -0.774245 -0.976031 -2.757577 0.00 -1.44 0.34
H -0.076287 0.456440 -3.164319 0.03 -0.46 0.48
H 1.941220 0.382553 -1.832146 -1.08 -0.41 -0.08
H 1.849638 -1.221513 -2.481161 -0.90 0.53 0.34
H 0.053081 -2.725485 -0.813245 0.22 0.19 0.83
H 0.250486 -2.523720 0.901652 0.32 0.01 -0.95